Entry from OMol25: C36H35N2O5PV as an isolated structure at a distorted geometry (ωB97M-V/def2-TZVPD).

The expectation value of S² is 0.926. As for the LUMO energy (alpha / beta): -6.654 / -6.356 eV. Its HOMO energy (alpha / beta) is -13.958 / -13.947 eV. For the energy relative to the best compared isomer or geometry (same formula, charge and spin), the calculation gives 6.4 kcal per mole. The value obtained for the frontier orbital gap (alpha / beta) is 7.304 / 7.590 eV.

Structure (ORCA input):
```
! RIJCOSX wB97M-V def2-TZVPD def2/J DEFGRID3
* xyz 2 2
V 8.85736 9.08049 12.95422
C 7.16455 10.06994 14.29329
C 7.32024 8.73140 14.67104
C 8.63414 8.60363 15.26222
C 9.34955 9.82636 15.08204
C 8.42349 10.76053 14.49556
C 8.62764 12.22394 14.26656
C 10.73085 10.07533 15.62084
C 9.09953 7.45548 16.07074
C 6.34712 7.61112 14.57110
C 5.86343 10.69317 13.98330
H 7.93294 12.84807 14.82966
H 8.48187 12.47443 13.21130
H 9.63075 12.50577 14.53429
H 10.78640 10.03654 16.71433
H 11.11290 11.04483 15.32549
H 11.44190 9.33260 15.26057
H 9.04533 7.71527 17.14013
H 10.12986 7.17967 15.85235
H 8.48492 6.60855 15.93695
H 5.54084 7.71404 15.29926
H 6.85282 6.66577 14.74053
H 5.92083 7.58184 13.58166
H 5.38870 11.03020 14.91493
H 5.17948 9.99009 13.49469
H 6.00863 11.53639 13.35003
O 5.92410 10.60442 10.28027
C 6.86691 9.87818 10.82248
O 7.58613 10.30311 11.72646
C 7.12490 8.51775 10.25931
C 6.32660 7.91121 9.31106
C 6.73920 6.66549 8.83686
C 7.91824 6.13779 9.30539
C 8.63828 6.84135 10.26179
N 8.22097 7.98032 10.75946
C 9.96905 6.40725 10.82901
O 10.26552 5.27661 11.05246
O 10.72756 7.50918 11.07122
H 5.86716 11.43941 10.76251
H 5.43618 8.39532 8.93623
H 6.15220 6.12096 8.09739
H 8.29498 5.18898 8.94759
O 9.29046 7.09624 13.16524
N 10.42429 7.88579 13.33585
C 11.37770 7.48633 12.32742
C 12.51117 8.45241 12.24720
C 13.77669 7.99420 12.58736
C 14.87390 8.83701 12.53178
C 14.71168 10.14730 12.11168
C 13.46940 10.57359 11.66780
C 12.34914 9.76828 11.81703
P 10.67980 10.36779 11.42199
C 10.43229 10.06476 9.65711
C 9.28355 10.41833 8.94494
C 9.13946 10.17826 7.59293
C 10.17264 9.56577 6.88145
C 11.33667 9.26795 7.55445
C 11.46826 9.49608 8.90773
C 10.74897 12.20295 11.52725
C 11.39577 12.73568 12.63753
C 11.60308 14.10392 12.80826
C 11.17602 14.96962 11.79418
C 10.56257 14.44936 10.65344
C 10.32864 13.08210 10.52009
H 9.08926 6.59977 13.97837
H 11.70247 6.45104 12.52684
H 13.88901 6.95462 12.92039
H 15.87741 8.51460 12.79588
H 15.56895 10.80190 12.03843
H 13.40313 11.56977 11.22163
H 8.52963 11.00606 9.43450
H 8.22679 10.46678 7.10653
H 10.05844 9.35629 5.82443
H 12.17384 8.87189 6.96185
H 12.41076 9.24836 9.33346
H 11.80248 12.10051 13.42940
H 12.16004 14.47862 13.64015
H 11.38360 16.03662 11.83296
H 10.39619 15.14644 9.84665
H 9.87895 12.71687 9.63835
*
```

Entry from OMol25: C36H35NPPdTe as an isolated structure (ωB97M-V/def2-TZVPD).

As for the LUMO energy: -2.797 eV. Its HOMO energy is -10.204 eV. For the energy relative to the best compared isomer or geometry (same formula, charge and spin), the calculation gives 26.7 kcal per mole. The value obtained for the frontier orbital gap is 7.407 eV.

Structure (ORCA input):
```
! RIJCOSX wB97M-V def2-TZVPD def2/J DEFGRID3
* xyz 1 1
Pd 0.63503 0.47546 -0.29901
C 0.64112 2.98586 3.06349
C -0.10723 3.12845 1.76520
C -0.17419 4.38772 1.17882
C -0.86093 4.62650 -0.00528
C -1.53579 3.59214 -0.62468
C -1.48403 2.32370 -0.06445
C -0.75626 2.06322 1.11101
P -0.69120 0.25983 1.48147
C -2.38463 -0.19410 1.91688
C -3.37414 0.77555 2.08664
C -4.64291 0.41083 2.50444
C -4.92870 -0.92397 2.75068
C -3.94769 -1.88870 2.58229
C -2.66592 -1.54823 2.16404
C -1.61937 -2.61881 2.01469
C 0.39647 -0.11265 2.84181
C 0.05121 -0.15563 4.18963
C 1.06042 -0.18819 5.13377
C 2.39448 -0.16823 4.72019
C 2.72861 -0.19135 3.37646
C 1.72187 -0.22515 2.41143
C 1.95367 -0.48397 0.96455
H 0.90762 3.96934 3.44680
H 1.55964 2.41027 2.94345
H 0.03956 2.48362 3.81889
H 0.31605 5.21350 1.68086
H -0.89246 5.62651 -0.41815
H -2.11000 3.76215 -1.52576
H -2.06594 1.52970 -0.51629
H -3.15572 1.81809 1.90366
H -5.40355 1.16850 2.63710
H -5.91959 -1.21490 3.07478
H -4.17753 -2.93017 2.77321
H -2.08482 -3.58969 1.85595
H -0.99667 -2.68713 2.90998
H -0.96039 -2.43113 1.16387
H -0.99013 -0.10882 4.48848
H 0.82151 -0.19551 6.18861
H 3.18001 -0.16265 5.46510
H 3.76765 -0.23499 3.07258
H 1.64660 -1.51219 0.75827
H 2.98285 -0.34526 0.64123
C 3.23129 4.05810 -3.51133
C 3.61690 3.53982 -2.12255
C 2.71238 2.48671 -1.66089
N 2.01090 1.64973 -1.32096
H 3.95808 4.80070 -3.83319
H 2.24726 4.52350 -3.49169
H 3.21876 3.24888 -4.23929
H 3.58853 4.33924 -1.38102
H 4.62680 3.12867 -2.11832
Te -0.98144 -0.60828 -2.50778
C -1.17981 -2.54750 -1.69849
C -2.44914 -3.10289 -1.59433
C -2.60002 -4.38097 -1.06772
C -1.48779 -5.10492 -0.66489
C -0.21961 -4.54794 -0.77391
C -0.06454 -3.26525 -1.28042
C 0.50077 -1.06671 -3.93065
C 1.82532 -1.23522 -3.54032
C 2.78604 -1.55968 -4.48769
C 2.42766 -1.69755 -5.82202
C 1.10945 -1.51020 -6.21192
C 0.14040 -1.19690 -5.26702
H -3.31760 -2.55364 -1.93596
H -3.58893 -4.81502 -0.99191
H -1.60675 -6.10574 -0.27025
H 0.65099 -5.11217 -0.46433
H 0.92614 -2.83652 -1.36672
H 2.10947 -1.09939 -2.50350
H 3.81581 -1.69968 -4.18459
H 3.17822 -1.94938 -6.55984
H 0.82981 -1.61411 -7.25214
H -0.88994 -1.06520 -5.57105
*
```

Entry from OMol25: C36H36Cl2N3O2OsS4Te as an isolated structure (ωB97M-V/def2-TZVPD).

The expectation value of S² is 8.792. As for the LUMO energy (alpha / beta): 0.177 / -2.390 eV. Its HOMO energy (alpha / beta) is -5.927 / -7.652 eV. For the energy relative to the best compared isomer or geometry (same formula, charge and spin), the calculation gives 15.3 kcal per mole. The value obtained for the frontier orbital gap (alpha / beta) is 6.104 / 5.261 eV.

Structure (ORCA input):
```
! RIJCOSX wB97M-V def2-TZVPD def2/J DEFGRID3
* xyz 0 6
Os 1.66963 2.51660 -0.91571
C -0.98427 2.25894 4.20658
C 0.30944 1.82532 4.47170
C 1.28774 1.84895 3.48745
C 0.98731 2.31999 2.20204
C -0.29893 2.80575 1.95618
C -1.27476 2.75774 2.94279
N 1.95987 2.32613 1.17807
N 3.19014 1.98266 1.58719
C 4.03143 1.72578 0.53721
C 5.36611 1.41462 0.79274
C 6.25075 1.23295 -0.26306
C 5.81184 1.32765 -1.57944
C 4.47600 1.61089 -1.83506
C 3.56135 1.80280 -0.79812
H -1.74744 2.23272 4.97726
H 0.56323 1.46159 5.46356
H 2.29383 1.51331 3.69022
H -0.51783 3.25769 1.00290
H -2.27143 3.13005 2.72242
H 5.68975 1.34249 1.82453
H 7.29462 1.02749 -0.05839
H 6.50251 1.19082 -2.40244
H 4.14886 1.67963 -2.86614
O 2.01788 6.85777 -6.11323
C 2.04694 6.07163 -5.21493
S 2.68053 6.45201 -3.59497
C 2.37295 4.89397 -2.88530
C 1.82413 3.91907 -3.72683
S 1.57134 2.30536 -3.29703
S 1.45246 4.39600 -5.35329
S 2.78187 4.66766 -1.27133
Cl 2.33362 -0.89537 -2.60623
C 3.40765 -2.22722 -2.16879
Cl 4.70679 -1.70818 -1.09614
H 3.83969 -2.61654 -3.07862
H 2.81999 -2.97569 -1.65564
C -2.29506 2.48316 -1.51640
C -0.83959 2.44299 -1.15725
O -0.17958 3.57545 -1.13467
N -0.12770 1.38312 -0.86955
Te -0.83005 -0.78018 -1.03326
C -0.84888 -0.85829 1.07303
C 0.40089 -0.96365 1.69836
C 1.70664 -0.88079 0.94064
C 0.44053 -1.14695 3.07564
C -0.71269 -1.21094 3.83966
C -0.65114 -1.43187 5.32883
C -1.93557 -1.03964 3.20140
C -2.03506 -0.85265 1.82876
C -3.41001 -0.62052 1.24561
C -2.34126 -2.38154 -1.26090
C -3.62780 -2.19351 -1.75586
C -4.21999 -0.83577 -2.05476
C -4.42463 -3.31593 -2.00427
C -3.95723 -4.60520 -1.80958
C -4.81806 -5.80801 -2.11257
C -2.65223 -4.76692 -1.34711
C -1.82971 -3.68146 -1.07503
C -0.41402 -3.94385 -0.59161
H -2.58533 3.51855 -1.68777
H -2.90219 2.07037 -0.70979
H -2.47250 1.91201 -2.42701
H 1.69169 -0.09859 0.18649
H 1.93390 -1.83050 0.44233
H 2.52987 -0.65633 1.61918
H 1.40873 -1.22683 3.56074
H 0.37602 -1.57902 5.66373
H -1.23695 -2.30754 5.61392
H -1.06474 -0.57118 5.86137
H -2.84936 -1.03801 3.79135
H -4.05773 -0.15312 1.98946
H -3.87407 -1.55984 0.93528
H -3.36552 0.02984 0.37349
H -3.47084 -0.05315 -2.00024
H -5.01898 -0.59341 -1.35037
H -4.65105 -0.82473 -3.05715
H -5.43544 -3.16483 -2.37609
H -5.83139 -5.50905 -2.37890
H -4.87114 -6.47699 -1.25182
H -4.40292 -6.37829 -2.94633
H -2.25703 -5.77066 -1.21197
H -0.23253 -5.01570 -0.51377
H -0.23539 -3.49483 0.39023
H 0.32147 -3.52829 -1.28760
*
```

> Among the records above, which one has the highest energy relative to the best compared isomer or geometry (same formula, charge and spin)?

C36H35NPPdTe